(1)
Molecular formula: C40H68BrClN4O8PS2
Method: DFT, wB97M-V/def2-TZVPD

Its LUMO energy is -2.79 eV. The highest occupied orbital energy is -10.1 eV. The charge is +1.

XYZ file:
```
125
C40H68BrClN4O8PS2, DFT wB97M-V/def2-TZVPD
C 2.08830 -4.25225 0.08380
C 2.42277 -2.75589 0.53575
Cl 3.23853 -2.69782 2.21474
C 1.25523 -1.68250 0.43085
C -0.24760 -2.17417 0.59264
P -0.75367 -3.53033 1.84515
O -1.16398 -5.01401 1.08418
O 0.35532 -3.70757 3.12712
N -1.12217 -2.47180 -0.57182
C -0.56071 -2.72280 -1.91014
C -0.40216 -1.44821 -2.86836
C 0.76717 -1.65270 -3.99526
C 2.01723 -0.76915 -3.46900
C 1.92702 0.78774 -3.66609
C 3.04746 1.74979 -3.15707
C 4.27483 1.12022 -2.43884
C 4.38215 -0.41254 -2.26284
C 3.26638 -1.35406 -2.77366
C -2.48021 -2.01500 -0.41389
N -3.51613 -2.04084 -1.26989
C -4.86941 -1.55240 -0.87371
C -5.01116 0.03665 -0.75574
C -4.68184 0.82954 -2.11713
C -3.79829 2.13346 -1.81782
O -4.17246 3.28634 -2.66263
C -3.48387 4.38580 -2.03517
O -2.59169 5.05096 -2.58881
N -2.47399 -1.49226 0.98105
C -1.09280 -0.89682 1.16330
Br -1.22856 0.72747 0.00420
C -0.76944 -0.37066 2.64548
C 0.02013 1.03003 2.70253
C 0.72923 1.28797 4.15079
S 1.29491 3.03918 4.37394
C 1.36990 3.90263 2.71112
S 2.93784 4.26139 2.17507
N 0.17083 4.28060 1.94144
C -0.21662 5.69374 2.31948
C -1.25294 6.20062 1.20896
O -0.56181 6.53837 -0.01814
C 0.57424 5.64060 -0.25142
C 0.36659 4.19019 0.46376
H 2.74941 -4.57065 -0.80516
H 2.34056 -4.95610 0.96095
H 1.00371 -4.46022 -0.19625
H 3.26157 -2.39058 -0.17186
H 1.50064 -0.83845 1.18189
H 1.35113 -1.17671 -0.60876
H -2.08431 -4.87656 0.74500
H 0.27106 -4.62144 3.50641
H -1.28642 -3.44479 -2.45604
H 0.45230 -3.26949 -1.92441
H -0.13946 -0.47556 -2.33606
H -1.37540 -1.22785 -3.45851
H 1.03630 -2.77430 -4.05535
H 0.38970 -1.27879 -5.01890
H 1.00179 1.19914 -4.18563
H 2.95686 2.88917 -3.28774
H 5.10136 1.80131 -2.02044
H 5.27728 -0.85531 -1.72144
H 3.32308 -2.48834 -2.63297
H -3.33295 -2.43410 -2.21226
H -5.67578 -1.99663 -1.56667
H -5.08708 -2.01396 0.16536
H -6.11747 0.24112 -0.48464
H -4.39725 0.51494 0.08019
H -5.67151 1.18117 -2.56396
H -4.08435 0.17628 -2.85809
H -2.70632 1.90478 -2.08570
H -3.94254 2.47896 -0.73251
H -3.79004 4.62506 -0.95947
H -3.18946 -0.78511 1.19833
H -1.78587 -0.18207 3.16892
H -0.23572 -1.14670 3.30913
H -0.66746 1.94733 2.55771
H 0.89441 1.07587 1.94571
H -0.04145 1.00280 4.96581
H 1.62911 0.57499 4.21445
H -0.70970 5.72425 3.36520
H 0.67752 6.40370 2.37536
H -1.80470 7.14499 1.56473
H -2.05032 5.41729 0.95218
H 1.52352 6.17305 0.08928
H 0.61244 5.50070 -1.39873
H 1.15560 3.43887 0.12645
H -0.63728 3.80177 0.03182
C -2.70460 -7.64114 -4.82045
C -1.50783 -8.03689 -3.98423
C -0.76286 -6.72297 -3.85736
O -1.74978 -5.68086 -3.89246
C -3.00241 -6.24718 -4.30530
H -3.55262 -8.32075 -4.72325
H -2.42069 -7.59645 -5.87685
H -1.84060 -8.37467 -2.99726
H -0.90270 -8.82810 -4.42932
H -0.08239 -6.56849 -4.70122
H -0.18890 -6.65420 -2.92996
H -3.66021 -6.28010 -3.42943
H -3.46271 -5.60886 -5.06297
C 9.21568 2.15174 -0.81719
C 8.79629 3.49557 -0.26359
C 7.39861 3.64812 -0.82998
O 6.85707 2.32516 -0.96034
C 7.91544 1.37386 -0.77589
H 10.01585 1.67322 -0.25030
H 9.55058 2.26546 -1.85346
H 8.75353 3.44917 0.82947
H 9.46116 4.31385 -0.54451
H 7.42063 4.10102 -1.82678
H 6.74954 4.24900 -0.18881
H 7.76985 0.89582 0.19885
H 7.85999 0.60675 -1.55192
C -4.59155 2.56357 6.44156
C -3.42754 2.08868 7.28249
C -3.10081 0.75337 6.64391
O -3.44724 0.86131 5.25507
C -4.21040 2.06123 5.06325
H -4.74502 3.64342 6.47349
H -5.51364 2.07644 6.77522
H -2.58224 2.77508 7.16683
H -3.65764 2.00717 8.34590
H -3.70191 -0.05258 7.07746
H -2.04459 0.49008 6.73958
H -3.57350 2.78331 4.54000
H -5.08090 1.84745 4.43848
```

***

(2)
Molecular formula: C6H9Br
Method: DFT, wB97M-V/def2-TZVPD

Its LUMO energy is 0.84 eV. The highest occupied orbital energy is -9.2 eV. The structure (SMILES) is C/C=C1/[C@@H](C)[C@@H]1Br. The charge is 0. The calculation puts the energy above the lowest of the compared OMol25 structures with the same formula, charge and spin at 257.1 kJ/mol.

XYZ file:
```
16
C6H9Br, DFT wB97M-V/def2-TZVPD
C 2.06526 -1.16329 0.91624
C 0.72144 -1.28687 0.23787
C 0.22733 -0.17302 -0.32265
C -0.83609 0.42758 -1.05853
C -2.08986 0.98656 -0.47930
C 0.42392 1.36665 -0.84853
Br 1.78163 1.80149 -2.12984
H 2.04839 -1.09802 1.93054
H 2.77273 -0.32699 0.52455
H 2.73433 -2.14293 0.70169
H 0.18192 -2.30674 0.40675
H -0.98760 0.23634 -2.10558
H -1.87198 1.17812 0.53996
H -2.90344 0.16229 -0.41914
H -2.38011 1.85997 -1.21108
H 0.15500 2.05192 0.02543
```